C33H46BrCsN4O4PS2Se3Te as an isolated structure, computed with ωB97M-V/def2-TZVPD.

```
96
Properties=species:S:1:pos:R:3
Cs -0.259 -0.569 -0.637
Te 2.914 -1.597 2.674
Br -3.192 3.053 1.576
Se 5.004 0.943 0.441
Se 0.817 -2.849 2.100
Se 2.992 -0.169 0.532
S 0.831 1.202 -3.690
S 1.010 3.067 0.048
P -3.733 -2.421 -0.009
O 0.331 -0.183 -3.403
O -2.224 0.451 5.967
O 0.349 2.097 -0.886
O -2.743 -1.329 0.107
N -1.113 1.325 2.087
N -5.261 -1.745 -0.021
N -3.707 -3.524 1.215
N -3.516 -3.320 -1.386
C -3.704 -2.979 2.586
C 0.419 5.724 0.528
C 1.396 2.355 -6.143
C -1.574 5.824 -1.404
C -3.696 -3.420 -3.744
C -5.454 -0.355 0.431
C -2.686 -3.843 3.324
C 2.503 1.280 -2.988
C 2.018 1.098 -8.095
C 1.546 -0.052 -6.033
C -0.698 0.146 4.129
C -2.971 -4.804 1.153
C -4.881 -4.171 -3.138
C 1.905 -0.084 -7.372
C -0.387 0.484 2.826
C -7.405 -1.561 1.020
C -0.869 4.643 -1.201
C -2.596 1.609 3.950
C 2.437 3.743 -2.261
C 1.305 1.172 -5.426
C -1.824 0.722 4.696
C 1.763 2.316 -7.482
C -0.286 6.899 0.320
C -6.465 -0.485 1.562
C -3.272 -2.512 -2.599
C 2.562 3.534 -0.751
C -4.389 -4.463 -1.721
C -2.810 -5.192 2.621
C 3.148 2.655 -3.068
C -1.282 6.950 -0.649
C -2.169 1.852 2.658
C -6.466 -2.530 0.284
C 0.131 4.608 -0.247
H -0.067 7.772 0.921
H -1.683 -3.433 3.177
H 2.864 4.713 -2.523
H 1.840 3.237 -8.047
H -6.934 -2.918 -0.626
H 3.099 0.527 -3.507
H -4.502 0.082 0.722
H -1.992 -4.671 0.684
H -3.942 -2.858 -4.644
H -2.887 -3.894 4.394
H -1.837 7.866 -0.804
H -5.758 -3.520 -3.103
H -1.942 -5.831 2.777
H 1.384 3.786 -2.553
H 2.363 0.942 -1.958
H 3.224 2.964 -4.115
H -2.896 -4.124 -3.985
H -2.358 5.859 -2.149
H 2.299 1.068 -9.140
H -2.235 -2.187 -2.651
H -6.971 0.454 1.787
H -3.807 -5.389 -1.702
H 1.183 5.670 1.296
H -3.411 -1.926 2.582
H -5.202 -4.569 -1.002
H -1.604 -0.177 6.355
H -3.702 -5.724 2.967
H -5.146 -5.079 -3.679
H 1.436 -0.956 -5.448
H -5.960 -0.832 2.467
H 0.468 0.017 2.354
H -8.102 -1.109 0.310
H -7.990 -2.064 1.789
H -3.477 2.071 4.367
H -0.077 -0.573 4.650
H -3.900 -1.612 -2.596
H -4.707 -3.061 3.025
H 2.899 4.426 -0.220
H -1.092 3.742 -1.759
H -6.197 -3.386 0.911
H -3.532 -5.548 0.588
H 3.262 2.728 -0.489
H 1.174 3.301 -5.662
H -5.872 0.250 -0.382
H 4.170 2.535 -2.701
H 2.097 -1.034 -7.854
```

Results
Frontier orbital gap (eV): 4.399
LUMO level (eV): 1.78
Charge: -1
Energy relative to the best compared isomer or geometry (same formula, charge and spin) (kcal/mol): 0.00